1.
Here is a 2-piece molecular cluster, C4H7NO overall from OMol25. Energies are from wB97M-V/def2-TZVPD.

```
13
Properties=species:S:1:pos:R:3:mulliken_charge:R:1
O 0.611 0.995 -0.097 -0.37
N 1.428 -0.073 -0.149 -0.22
C -2.018 1.114 0.180 -0.67
C 2.646 0.130 -0.289 -0.43
C -0.874 -1.247 0.149 -0.76
C -1.125 0.178 0.098 0.56
H -1.604 -1.810 0.846 0.31
H 3.309 -0.760 -0.541 0.21
H 3.037 1.079 -0.549 0.28
H 0.117 -1.284 0.639 0.36
H -1.677 2.215 0.091 0.22
H -3.110 1.098 0.468 0.27
H -0.742 -1.634 -0.845 0.24
```

* total energy: -7793.972 eV
* multiplicity: 1
* Kohn-Sham gap: 9.946 eV
* net charge: 0
* LUMO: 0.0284 hartree

---

2.
Here is one molecule with the formula C4H7NO from OMol25. Energies are from wB97M-V/def2-TZVPD.

```
13
Properties=species:S:1:pos:R:3:mulliken_charge:R:1
O -1.687 1.408 -0.409 -0.53
N 0.184 -1.207 1.251 -0.66
C -0.356 -0.833 -0.294 -0.47
C 0.681 0.955 0.344 -0.87
C -0.538 0.634 -0.528 0.22
C 0.985 -0.550 0.265 0.17
H -0.133 0.400 -1.579 0.18
H -0.880 -1.533 -0.950 0.40
H -2.463 0.866 -0.603 0.34
H 0.476 -2.196 1.283 0.24
H 1.919 -0.938 -0.107 0.42
H 1.403 1.652 -0.075 0.26
H 0.413 1.236 1.369 0.30
```

* total energy: -7795.657 eV
* SMILES string: O[C@H]1C[C@H]2N[C@@H]12
* multiplicity: 1
* Kohn-Sham gap: 9.830 eV
* net charge: 0
* LUMO: 0.0316 hartree

---

3.
Here is C4H7NO as an isolated structure from OMol25. Energies are from wB97M-V/def2-TZVPD.

```
13
Properties=species:S:1:pos:R:3:mulliken_charge:R:1
O -0.489 1.248 0.021 -0.41
N 1.331 -0.055 -0.962 -0.42
C -0.006 0.192 -0.735 0.41
C -1.133 -0.521 -0.847 -0.50
C 2.125 0.343 -0.048 -0.38
C -1.772 0.538 0.007 -0.06
H -1.409 -1.490 -1.229 0.31
H 1.803 0.930 0.818 0.30
H 3.175 0.062 -0.110 0.27
H -2.020 0.258 1.036 0.22
H 0.808 -1.283 1.413 0.09
H -2.564 1.146 -0.434 0.24
H 0.151 -1.369 1.071 -0.07
```

* total energy: -7795.392 eV
* multiplicity: 1
* Kohn-Sham gap: 9.418 eV
* net charge: 0
* LUMO: 0.0225 hartree

---

4.
Here is one molecule with the formula C4H7NO from OMol25. Energies are from wB97M-V/def2-TZVPD.

```
13
Properties=species:S:1:pos:R:3:mulliken_charge:R:1
O 1.796 -0.481 0.146 -0.53
N -2.920 -0.345 0.829 -0.42
C -1.773 -0.344 0.975 0.22
C 0.151 0.858 -1.055 -1.23
C -0.315 -0.334 1.133 -0.45
C 0.428 -0.378 -0.208 0.20
H 2.304 -0.591 -0.667 0.33
H 0.107 -1.281 -0.753 0.23
H 0.713 0.820 -1.995 0.35
H -0.011 -1.193 1.740 0.32
H -0.023 0.573 1.674 0.29
H 0.457 1.759 -0.512 0.30
H -0.913 0.937 -1.308 0.38
```

* total energy: -7798.748 eV
* SMILES string: C[C@@H](O)CC#N
* multiplicity: 1
* Kohn-Sham gap: 11.679 eV
* net charge: 0
* LUMO: 0.0249 hartree

---

5.
Here is a 2-piece molecular cluster, C4H7NO overall from OMol25. Energies are from wB97M-V/def2-TZVPD.

```
13
Properties=species:S:1:pos:R:3:mulliken_charge:R:1
O 2.286 -1.068 1.422 -0.67
N -3.068 1.648 -0.877 -0.39
C 0.871 0.687 -0.393 -0.82
C -1.428 -0.140 0.123 -0.34
C -0.145 -0.119 -0.684 -0.14
C -2.370 0.846 -0.422 0.23
H 0.860 1.340 0.478 0.24
H 1.762 0.722 -1.015 0.37
H -1.232 0.112 1.172 0.25
H 2.990 -1.030 0.763 0.33
H -0.108 -0.762 -1.562 0.28
H -1.905 -1.126 0.109 0.30
H 1.487 -1.110 0.885 0.35
```

* total energy: -7797.873 eV
* SMILES string: C=CCC#N.O
* multiplicity: 1
* Kohn-Sham gap: 11.369 eV
* net charge: 0
* LUMO: 0.0249 hartree

---

6.
Here is C4H7NO as an isolated structure from OMol25. Energies are from wB97M-V/def2-TZVPD.

```
13
Properties=species:S:1:pos:R:3:mulliken_charge:R:1
O 1.413 -1.014 -0.031 -0.46
N -0.155 1.908 0.069 -0.44
C -1.071 -1.325 -0.142 -1.12
C 0.472 0.753 0.051 0.16
C 0.090 -0.630 0.535 0.30
C 1.653 0.212 -0.353 -0.37
H -2.024 -0.930 0.224 0.31
H 0.165 2.711 -0.466 0.19
H 0.113 -0.786 1.620 0.29
H -1.051 -2.397 0.079 0.31
H -1.045 -1.205 -1.230 0.30
H 2.523 0.673 -0.821 0.37
H -1.083 2.029 0.464 0.18
```

* total energy: -7796.570 eV
* multiplicity: 1
* Kohn-Sham gap: 7.589 eV
* net charge: 0
* LUMO: 0.0363 hartree